The following is a quantum chemistry calculation of 5 unconnected molecules or ions with the total composition C31H56N2O9 in a non-equilibrium geometry, from OMol25.

Geometry as XYZ:
```
98
Properties=species:S:1:pos:R:3:forces:R:3:lowdin_charge:R:1
C 3.6198 -1.1451 0.3705 -0.4 0.0 -0.5 0.137
H 2.0548 -2.3378 8.1904 0.0 -0.1 0.0 0.092
H -1.7316 -4.3487 2.0229 0.0 0.0 0.0 0.083
H 0.1052 -2.7822 5.1749 0.0 -0.1 0.1 0.067
H 4.1737 -1.3442 1.2571 -0.2 -0.1 0.1 0.032
H 5.2700 -4.0180 4.7290 0.0 0.0 0.0 0.125
C 1.6044 0.4795 -2.1645 0.3 -0.4 0.7 0.018
H -2.7536 0.7703 -0.6619 0.0 -0.1 0.1 0.091
H 6.4197 -3.7919 7.9402 0.0 0.0 0.1 0.088
H -2.1801 6.4135 -4.2563 0.0 -0.1 0.0 0.127
H 4.6740 -3.5516 8.2254 0.0 0.0 0.0 0.084
H -2.4504 -0.2740 3.8010 0.1 -0.1 -0.1 0.083
O 2.5804 -3.6290 6.7021 0.1 0.2 0.0 -0.191
H -1.7075 7.9824 -2.3539 0.1 0.0 0.0 0.089
H 3.9360 -0.9397 -7.4368 0.0 0.0 0.1 0.106
C 1.9899 0.4073 -4.5431 -0.3 0.5 0.0 -0.164
C 0.4510 -2.2321 2.4761 -0.2 0.3 -0.1 -0.197
H -0.5069 -0.9306 -4.2582 0.0 0.0 0.1 0.109
O -2.3084 -1.8674 -3.9421 0.3 0.0 0.2 -0.185
C 3.0468 -0.9117 -0.6649 0.7 0.4 0.6 -0.085
N 3.7498 -1.0542 -5.3957 -0.7 0.6 -0.1 0.138
C 5.5718 -3.1176 7.7801 0.1 0.0 -0.1 -0.110
H -2.8480 2.5338 -0.8468 0.3 -2.7 1.1 -0.010
C -2.7218 1.7191 -0.1272 0.1 -0.7 -0.1 -0.126
H 1.3632 -2.5013 3.0192 0.0 -0.1 0.0 0.114
H -1.4678 -3.5167 4.7979 0.0 0.1 0.0 0.093
C -3.2335 6.3202 -3.9745 -0.3 0.1 0.1 -0.201
H -1.6252 -3.1772 -5.3764 0.3 0.0 0.1 0.088
C 3.0134 -0.5373 -4.3635 0.3 -0.3 0.3 -0.203
H 4.1098 -1.6756 -2.8917 0.0 0.0 -0.2 0.128
H 1.1895 -2.8683 0.5842 0.0 0.0 0.0 0.106
O -2.8384 4.1547 -2.9400 -0.1 0.1 0.2 -0.179
C 1.2784 0.9060 -3.4039 -0.6 0.5 -0.6 -0.161
H -1.0029 -1.0358 -2.5597 0.0 -0.1 -0.1 0.123
H 1.5013 -1.8721 6.5698 0.0 0.1 0.0 0.071
H 0.6527 2.8500 -3.9567 -0.2 0.0 -0.1 0.122
C -1.5684 2.2033 2.9069 -0.3 0.1 0.1 -0.201
O -3.4894 7.0138 -2.7628 0.1 -0.1 0.0 -0.190
C 2.6515 -0.4638 -1.9683 -0.5 -0.1 -0.1 -0.226
C 0.3153 -3.0536 1.2136 0.3 -0.2 0.0 -0.197
H -2.2825 -0.0861 2.0378 0.0 0.0 0.0 0.078
H 5.7823 -2.1675 8.2690 0.0 0.0 0.0 0.089
C 3.3020 -3.6773 5.4794 -0.1 -0.3 0.1 -0.211
H -1.3803 -5.1193 0.4513 -0.1 0.0 0.0 0.087
N 1.6710 0.8923 -5.7819 0.5 -0.5 0.0 0.149
C -2.3339 7.1762 -1.9578 -0.1 0.1 0.0 -0.109
H -4.6939 4.7645 -3.6432 0.0 0.1 0.0 0.130
C -1.0298 -4.9862 1.4805 0.1 0.0 0.0 -0.110
H -2.2976 0.9535 -2.7515 -0.1 -0.1 -0.1 0.084
H 2.8885 -4.5039 4.8930 0.0 0.0 0.0 0.126
C -3.6305 4.8607 -3.8834 0.2 -0.1 -0.2 -0.195
H -0.2025 2.1811 -2.5693 0.1 0.1 0.0 0.109
C -1.3698 -0.8609 -3.5818 0.0 0.3 0.1 -0.229
H -1.7474 6.2565 -1.8993 0.0 0.0 0.0 0.083
C 2.3712 0.3739 -6.7582 -0.1 0.3 0.0 -0.107
H -1.4661 2.9979 3.6525 0.1 0.0 0.0 0.125
H -2.6621 7.4477 -0.9555 0.0 0.0 0.0 0.089
H -0.5748 -2.7486 0.6540 0.0 0.0 0.0 0.126
H 4.9257 -4.8775 6.2381 -0.1 0.0 0.0 0.127
H -3.4648 4.3917 -4.8586 0.0 0.0 0.0 0.124
C -1.4097 2.8074 1.5252 0.3 -0.2 -0.1 -0.197
H -2.2178 -3.9301 -3.9035 -0.1 0.2 0.1 0.083
H -1.5960 2.4313 -4.6207 0.1 -0.1 0.0 0.093
H -2.8486 0.4143 -4.3678 -0.1 0.1 0.2 0.119
C -1.6507 -3.0751 -4.2843 -0.4 -0.4 -0.1 -0.115
H -0.7677 1.1008 -5.3906 0.3 0.1 0.1 0.099
C -2.8582 0.2179 2.9139 -0.1 0.0 0.1 -0.103
H -0.7829 1.4634 3.0924 0.0 0.0 -0.1 0.124
H 0.5291 -1.1776 2.1920 0.1 0.0 0.0 0.121
C 2.3326 -2.3018 7.1379 -0.1 -0.1 0.0 -0.108
H -3.8355 6.7984 -4.7527 0.0 0.0 0.0 0.126
C -3.4827 3.9851 -1.6890 -0.2 1.4 -0.7 -0.110
O -2.8526 1.6274 3.0864 0.1 0.0 -0.2 -0.188
H -0.9925 -5.9602 1.9668 0.0 0.0 0.0 0.088
O 0.2814 -4.4488 1.4850 -0.1 0.1 0.1 -0.188
C 4.7784 -3.9345 5.7030 0.1 0.3 -0.1 -0.203
O 5.4032 -2.8641 6.3953 -0.1 -0.1 0.1 -0.192
H 0.0051 -4.1770 4.0653 0.0 0.0 0.0 0.087
C -1.9806 0.5425 -3.7134 0.4 -0.3 -0.5 -0.144
C 3.3995 -0.5782 -6.5621 0.3 -0.4 -0.2 -0.119
H -0.6430 -3.1465 -3.8655 0.0 0.1 -0.1 0.083
C 3.3151 -0.9564 -3.0523 0.5 -0.5 0.2 0.032
H 2.1615 0.7037 -7.7726 0.0 0.1 0.1 0.107
H -3.5391 1.7431 0.5961 -0.1 0.0 0.1 0.104
H -2.7208 3.7150 -0.9583 -0.2 1.7 -0.7 0.060
H -0.4283 3.2877 1.4605 0.0 0.0 0.0 0.126
C 0.1792 1.9435 -3.5675 0.3 -0.4 -0.1 -0.126
C -0.4902 -3.2600 4.3914 0.0 0.1 0.0 -0.088
H 3.2137 -1.6660 7.0292 0.0 0.0 0.0 0.086
H -3.8925 -0.0978 2.7802 0.0 0.1 0.0 0.091
H -3.9782 4.9007 -1.3593 -0.1 0.1 -0.1 0.105
O -0.6859 -2.3522 3.3188 0.0 -0.2 0.0 -0.202
C -1.0226 1.5192 -4.4179 -0.7 0.4 0.2 -0.194
H 1.0720 0.8669 -1.3031 0.0 0.0 0.0 0.126
H -4.2173 3.1744 -1.7507 -0.1 0.1 0.0 0.113
H -2.1695 3.5768 1.3535 -0.1 0.0 0.1 0.125
H 3.1546 -2.7559 4.9059 0.1 0.0 0.0 0.118
O -1.4555 1.8180 0.5052 0.1 0.1 0.2 -0.187
```
Forces are in eV/Å.

## Properties
HOMO-LUMO gap = 8.40 eV
SMILES = C#Cc1cc(CCCCOC)c2nccnc2c1.COCCOC.COCCOC.COCCOC.COCCOC
HOMO energy = -8.80 eV
DFT total energy = -54454.4540 eV

The following is a quantum chemistry calculation of a molecular structure, C2H12ClMgO4 in a non-equilibrium geometry, from OMol25.

Geometry as XYZ:
```
20
Properties=species:S:1:pos:R:3:forces:R:3:lowdin_charge:R:1
O -0.7216 3.0695 -0.3935 -0.1 0.1 0.1 -0.053
H 0.8016 2.1244 3.2803 -0.1 0.0 -0.1 -0.043
H -2.4691 -3.2122 -2.0595 0.0 0.1 0.2 0.087
O -1.1295 -1.0847 -1.5617 0.0 -0.2 0.2 -0.068
O 2.4149 2.8362 0.4127 -0.1 0.1 0.0 -0.048
C -0.6199 -2.3758 -1.2863 -0.5 0.3 -0.3 -0.360
H -0.7822 -2.6103 -0.2105 0.3 0.0 0.1 0.080
C -1.3963 -3.3820 -2.1020 0.3 -0.3 -0.3 -0.075
H 1.9373 2.1137 0.8268 0.1 0.0 0.0 -0.061
H -1.0957 -3.3202 -3.1478 0.0 0.0 0.0 0.087
H 0.0862 3.5726 -0.2365 0.1 0.0 -0.1 0.029
O 0.6659 2.9936 3.6621 0.1 -0.1 0.1 -0.051
H 0.4406 -2.4114 -1.5632 0.1 -0.2 0.3 0.112
H 3.2694 2.4826 0.1518 0.0 0.0 -0.1 0.045
Mg 1.0896 -1.6225 2.2130 -0.7 1.0 -0.8 1.163
H -0.2122 3.2653 3.3765 0.0 0.1 0.0 0.046
Cl 0.2331 0.2449 1.2920 0.6 -1.3 0.8 0.112
H -1.1782 -4.3929 -1.7527 0.0 0.0 -0.1 0.079
H -0.5513 2.2062 -0.0125 0.0 0.1 -0.1 -0.074
H -0.7827 -0.4968 -0.8890 0.0 0.4 -0.1 -0.008
```
Forces are in eV/Å.

## Properties
Total charge = +1
HOMO-LUMO gap = 4.79 eV
HOMO energy = -13.62 eV
DFT total energy = -28417.8059 eV

The following is a quantum chemistry calculation of a molecular structure, C27H48NORhSi, from OMol25.

Geometry as XYZ:
```
79
Properties=species:S:1:pos:R:3:forces:R:3:lowdin_charge:R:1
H -0.7701 -1.2881 -4.4480 0.0 0.0 0.0 0.081
H 1.1674 -0.4904 4.6501 0.0 0.0 0.0 0.084
H -2.3104 0.3318 3.5489 0.0 0.0 0.0 0.136
C -0.7129 -2.7830 1.8756 0.0 0.0 0.0 -0.267
C -0.0511 1.8826 -3.7694 0.0 0.0 0.0 -0.071
C -1.8030 -1.4543 -2.5510 0.0 0.0 0.0 -0.422
H 2.4130 -0.5486 2.0534 0.0 0.0 0.0 0.101
C -1.2021 -2.7494 -2.1000 0.0 0.0 0.0 -0.073
H -2.8977 -0.9485 -0.7534 0.0 0.0 0.0 0.039
H -4.4455 -1.5175 1.0515 0.0 0.0 0.0 0.088
H 1.2102 -2.0434 -3.6290 0.0 0.0 0.0 0.068
H -0.9876 -2.7587 -1.0314 0.0 0.0 0.0 0.043
C -0.0121 -2.0463 2.8445 0.0 0.1 0.0 -0.030
C -0.5828 -0.9398 3.4795 0.0 0.0 0.0 -0.298
H -3.5234 -0.1717 -2.2264 0.0 0.0 0.0 0.077
H 1.2825 -2.7375 -1.1500 0.0 0.0 0.0 0.060
C 3.5098 1.1928 2.6429 0.0 0.0 0.0 0.009
C 2.5212 0.4562 -1.6185 0.0 0.0 0.0 -0.090
Rh -0.4045 -0.0492 1.0146 0.1 -0.1 0.0 0.929
H -4.5860 -0.7722 2.6411 0.0 0.0 0.0 0.104
C 1.7654 -1.1412 -3.3753 0.0 0.0 0.0 -0.071
H -2.5572 -2.9353 0.7880 0.0 0.0 0.0 0.128
C 0.1032 2.7845 -1.4481 0.0 0.0 0.0 -0.096
H -2.2332 3.1076 -2.5147 0.0 0.0 0.0 0.103
H 4.5371 4.4033 3.1890 0.0 0.0 0.0 0.090
C 2.3956 0.5269 2.1853 0.0 0.0 0.0 -0.145
H -4.0097 0.1802 1.2776 0.0 0.0 0.0 0.079
H -0.3373 -0.5695 5.5605 0.0 0.0 0.0 0.107
H -0.2461 2.7534 -0.4151 0.0 0.0 0.0 0.033
H 1.1880 2.6979 -1.4377 0.0 0.0 0.0 0.069
Si -0.1810 0.0541 -1.4858 0.0 0.0 0.0 0.944
C -3.9806 -0.8100 1.7350 0.0 0.0 0.0 -0.025
C 2.2687 3.2130 2.5034 0.0 0.0 0.0 0.015
H 3.5352 0.0490 -1.6542 0.0 0.0 0.0 0.105
H -0.4581 1.1440 -4.4577 0.0 0.0 0.0 0.069
H 1.7674 -1.5604 0.0742 0.0 0.0 0.0 0.038
C -2.0887 2.0381 -2.3424 0.0 0.0 0.0 -0.092
C 4.6534 3.3310 3.3269 0.0 0.0 0.0 -0.016
H -3.7697 -1.8920 -1.9524 0.0 0.0 0.0 0.122
H 2.9309 -2.1277 -1.1206 0.0 0.0 0.0 0.104
C -1.9888 -2.3536 1.5041 0.0 0.0 0.0 -0.035
H 0.9625 -2.3961 3.1674 0.0 0.0 0.0 0.137
C 1.8838 -1.8473 -0.9783 0.0 0.0 0.0 -0.110
H -0.7138 -4.4561 0.5142 0.0 0.0 0.0 0.084
C -1.8482 -0.5107 3.0460 0.0 0.0 0.0 -0.069
H -2.3851 -1.9635 -4.4968 0.0 0.0 0.0 0.127
H 5.5651 3.0063 2.8264 0.0 0.0 0.0 0.097
N 1.2457 1.1488 1.8797 0.0 0.0 0.0 -0.061
C -1.7655 -1.1897 -4.0187 0.0 0.0 0.0 -0.043
H -0.3386 2.8681 -4.1461 0.0 0.0 0.0 0.104
H 1.5165 -0.3671 -4.1000 0.0 0.0 0.0 0.074
H 4.4095 0.6347 2.8657 0.0 0.0 0.0 0.132
O -1.8737 2.0041 1.1923 0.0 0.0 0.0 -0.090
H -2.5842 1.7742 -1.4034 0.0 0.0 0.0 0.057
H -2.1975 -0.2302 -4.2911 0.0 0.0 0.0 0.078
H 2.8250 -1.3778 -3.5067 0.0 0.0 0.0 0.103
C 0.1070 -0.2472 4.6168 0.0 0.0 0.0 -0.022
H 4.7827 3.1374 4.3936 0.0 0.0 0.0 0.105
C 1.5349 -0.6940 -1.9290 0.0 0.0 0.0 -0.647
C -0.5863 1.7267 -2.3412 0.0 0.0 0.0 -0.637
H -2.2847 2.4853 0.4633 0.0 0.0 0.0 0.055
H -1.9530 -3.5314 -2.2814 0.0 0.0 0.0 0.125
H -2.6152 1.5186 -3.1412 0.0 0.0 0.0 0.071
H -0.3116 -3.0260 -2.6575 0.0 0.0 0.0 0.079
H 2.4712 1.2593 -2.3511 0.0 0.0 0.0 0.073
C 3.4683 2.5774 2.8150 0.0 0.0 0.0 -0.227
H -0.1384 3.7729 -1.8488 0.0 0.0 0.0 0.106
H 2.3821 0.8853 -0.6218 0.0 0.0 0.0 0.057
H 1.0356 1.8298 -3.8160 0.0 0.0 0.0 0.073
H 0.9021 -3.9000 0.9919 0.0 0.0 0.0 0.082
C -3.0561 -1.0658 -1.8265 0.0 0.0 0.0 -0.071
C -0.1225 -4.0501 1.3326 0.0 0.0 0.0 -0.019
H 2.1678 4.2840 2.6155 0.0 0.0 0.0 0.129
H 0.2586 2.9554 1.7940 0.0 0.0 0.0 0.094
H -0.0043 0.8350 4.5541 0.0 0.0 0.0 0.087
H -0.0919 -4.8035 2.1219 0.0 0.0 0.0 0.108
H -2.3782 2.2331 1.9823 0.0 0.0 0.0 0.078
C -2.5749 -1.2162 2.0745 0.0 0.0 0.0 -0.295
C 1.1958 2.4777 2.0431 0.0 0.0 0.0 -0.119
```
Forces are in eV/Å.

## Properties
Total charge = +2
HOMO-LUMO gap (alpha / beta) = 8.45 / 6.86 eV
Expectation value of S² = 6.01
2S+1 = 5
HOMO energy (alpha / beta) = -13.43 / -14.81 eV
DFT total energy = -43185.7475 eV

The following is a quantum chemistry calculation of C4H2N4 in the gas phase in a non-equilibrium geometry, from OMol25.

Geometry as XYZ:
```
10
Properties=species:S:1:pos:R:3:forces:R:3:lowdin_charge:R:1
H -3.2687 -1.0788 0.1324 2.9 1.1 -0.2 0.134
N -1.5151 -0.8907 -1.2013 -1.3 1.2 4.4 0.017
C 1.7569 0.7125 -0.1201 8.5 0.1 0.7 -0.017
C 0.1646 0.1867 -0.0585 2.7 1.2 -0.2 -0.231
N -1.7131 0.0201 1.2599 -0.6 -2.0 -4.2 0.017
C -2.1522 -0.6496 0.0661 -1.8 -0.6 0.0 -0.109
C 3.1681 0.9187 -0.0770 -10.0 -2.6 0.1 0.052
H 4.3414 0.7649 0.0716 -3.3 0.7 -0.5 0.067
N -0.4889 0.4582 1.1854 1.7 -0.8 -3.6 0.035
N -0.2931 -0.4421 -1.2584 1.2 1.8 3.4 0.035
```
Forces are in eV/Å.

## Properties
HOMO-LUMO gap = 8.55 eV
SMILES = C#Cc1nncnn1
HOMO energy = -9.85 eV
DFT total energy = -10131.8669 eV